{
  "formula": "C41H47As2FeS4",
  "method": "ωB97M-V/def2-TZVPD",
  "homo_lumo_gap_ev": [6.514, 8.480],
  "charge": 2,
  "homo_ev": [-11.3, -13.2],
  "lumo_energy_ev": [-4.76, -4.76],
  "energy_ha": -8918.02948,
  "spin_multiplicity": 2,
  "s2": 0.7902,
  "symbols": ["As", "As", "Fe", "S", "S", "S", "S", "C", "C", "C", "C", "C", "C", "C", "C", "C", "C", "C", "C", "C", "C", "C", "C", "C", "C", "C", "C", "C", "C", "C", "C", "C", "C", "C", "C", "C", "C", "C", "C", "C", "C", "C", "C", "C", "C", "C", "C", "C", "H", "H", "H", "H", "H", "H", "H", "H", "H", "H", "H", "H", "H", "H", "H", "H", "H", "H", "H", "H", "H", "H", "H", "H", "H", "H", "H", "H", "H", "H", "H", "H", "H", "H", "H", "H", "H", "H", "H", "H", "H", "H", "H", "H", "H", "H", "H"],
  "positions_angstrom": [[1.457, 0.119, 0.548], [0.272, -2.617, -0.650], [-0.708, -0.314, -0.776], [-2.404, -1.498, -1.853], [-1.268, 1.934, -1.019], [0.257, -0.068, -2.927], [-2.510, -0.183, 1.005], [-0.813, 4.485, 4.060], [3.986, 0.529, -0.893], [-0.566, 4.096, 2.719], [-0.976, -4.599, -2.351], [2.604, 2.126, 2.335], [-0.830, -1.078, -3.997], [2.189, -2.518, -0.310], [1.869, 0.952, 2.245], [-2.305, -1.114, -3.619], [1.701, 0.855, 4.642], [-0.351, 5.124, 1.765], [3.172, 2.945, -2.001], [0.135, -3.776, -2.185], [-2.942, 2.240, -0.401], [-0.277, -3.743, 0.815], [-0.633, 6.807, 3.456], [1.146, -3.770, -3.145], [2.419, 2.040, 4.733], [0.052, -5.097, 0.809], [-0.078, -5.386, -4.440], [-0.921, -5.334, 2.996], [-4.005, -0.924, -1.265], [-1.471, 2.145, -2.804], [-0.216, 1.609, -3.469], [-3.913, -1.063, 0.246], [-1.237, -3.984, 3.010], [2.306, 2.220, -1.194], [4.440, 2.451, -2.271], [-0.845, 5.815, 4.414], [2.873, 2.670, 3.583], [-0.385, 6.451, 2.131], [-0.913, -3.187, 1.919], [2.704, 1.003, -0.641], [1.035, -4.575, -4.272], [-0.273, -5.888, 1.900], [1.423, 0.311, 3.398], [-0.524, 2.750, 2.347], [2.335, -1.598, 0.887], [-3.123, 1.529, 0.927], [-1.081, -5.401, -3.479], [4.845, 1.247, -1.715], [-0.971, 3.715, 4.807], [-1.940, -6.047, -3.602], [-0.318, 1.580, -4.553], [-0.159, -6.018, -5.314], [2.865, 3.902, -2.406], [4.336, -0.397, -0.456], [-3.060, 3.314, -0.258], [0.850, -0.610, 3.334], [3.373, -1.387, 1.143], [-1.730, -3.548, 3.870], [-0.658, 7.849, 3.742], [-4.821, -0.710, 0.734], [2.548, -3.527, -0.108], [1.869, -2.026, 1.776], [1.331, 2.628, -0.952], [2.706, -2.122, -1.184], [0.645, 2.233, -3.235], [3.439, 3.589, 3.656], [-2.820, -0.178, -3.827], [-1.752, -4.626, -1.596], [2.964, 2.624, 1.444], [-4.195, 0.095, -1.586], [-4.786, -1.574, -1.659], [-1.034, 6.093, 5.442], [-0.214, 7.222, 1.391], [-2.799, -1.911, -4.175], [1.359, 0.356, 5.539], [1.824, -4.575, -5.012], [-0.698, -0.719, -5.018], [-3.654, 1.915, -1.155], [-0.146, 4.844, 0.736], [-0.674, 1.968, 3.078], [5.840, 0.867, -1.911], [-0.021, -6.940, 1.895], [-2.367, 1.623, -3.129], [0.551, -5.538, -0.046], [5.118, 3.011, -2.902], [-2.554, 2.050, 1.697], [-1.174, -5.957, 3.844], [-0.409, -2.079, -3.950], [-1.589, 3.207, -3.021], [-0.304, 2.454, 1.330], [2.020, -3.142, -3.026], [2.633, 2.468, 5.703], [-3.776, -2.110, 0.524], [-4.168, 1.519, 1.235], [-1.129, -2.129, 1.947]]
}

{
  "formula": "C41H47N6O",
  "method": "ωB97M-V/def2-TZVPD",
  "homo_lumo_gap_ev": 5.939,
  "charge": 1,
  "homo_ev": -10.9,
  "lumo_energy_ev": -4.98,
  "energy_ha": -1993.97245,
  "symbols": ["O", "N", "N", "N", "N", "N", "N", "C", "C", "C", "C", "C", "C", "C", "C", "C", "C", "C", "C", "C", "C", "C", "C", "C", "C", "C", "C", "C", "C", "C", "C", "C", "C", "C", "C", "C", "C", "C", "C", "C", "C", "C", "C", "C", "C", "C", "C", "C", "H", "H", "H", "H", "H", "H", "H", "H", "H", "H", "H", "H", "H", "H", "H", "H", "H", "H", "H", "H", "H", "H", "H", "H", "H", "H", "H", "H", "H", "H", "H", "H", "H", "H", "H", "H", "H", "H", "H", "H", "H", "H", "H", "H", "H", "H", "H"],
  "positions_angstrom": [[-4.372, 2.209, -4.686], [-2.382, 3.206, -4.060], [2.090, -1.279, 3.971], [2.102, -2.429, 4.419], [2.210, -0.154, 3.708], [-1.606, 1.691, -2.552], [1.284, -2.650, 1.587], [-0.062, -5.850, 6.844], [2.465, 1.377, -0.076], [-0.441, 4.177, -0.890], [-2.906, 4.229, -1.348], [2.222, -4.662, 5.820], [1.093, -3.674, 2.650], [1.153, -6.053, 7.494], [-1.611, 0.320, -5.258], [-2.655, -0.922, 4.370], [2.998, 1.442, 1.232], [-1.560, -0.606, 5.179], [-3.322, 2.206, -4.049], [3.032, 2.305, -1.016], [3.913, 2.402, 1.643], [-2.231, 0.763, -6.435], [-0.947, 0.885, -1.649], [-0.077, 1.129, -7.474], [-0.216, 0.249, -5.216], [-1.363, 3.105, -3.004], [-0.146, -5.023, 5.707], [1.833, -3.389, 0.435], [-0.350, -2.453, 4.235], [0.996, -4.388, 5.199], [2.589, -4.598, 1.050], [-1.487, -2.865, 3.532], [2.318, -4.588, 2.551], [-2.782, 1.100, -3.179], [2.310, -5.473, 6.961], [3.903, 3.315, -0.588], [4.345, 3.378, 0.742], [0.926, -3.245, 4.122], [-1.258, 5.628, -2.674], [-1.474, 1.193, -7.527], [-0.413, -1.405, 5.147], [-2.632, -2.067, 3.566], [-2.531, 4.257, -5.054], [-1.506, 4.287, -1.966], [-2.441, -0.098, -4.062], [1.292, 0.540, -0.342], [0.413, 1.011, -1.335], [0.550, 0.667, -6.312], [3.142, -4.172, 3.163], [0.405, -1.244, 5.860], [-3.322, 0.795, -6.484], [2.130, -5.525, 0.685], [-2.101, 5.961, -3.287], [4.268, 2.385, 2.675], [5.034, 4.154, 1.066], [3.286, -5.605, 7.425], [2.523, -2.794, -0.176], [-1.085, 6.416, -1.928], [-1.982, 1.582, -8.413], [3.129, -4.189, 5.426], [-1.567, 0.247, 5.858], [-0.378, 3.211, -3.502], [-1.486, -3.808, 2.968], [0.226, -4.276, 2.305], [2.005, -5.564, 2.965], [0.518, 1.432, -8.338], [-3.055, 3.285, -0.815], [-0.354, 5.574, -3.295], [-1.917, -0.850, -3.465], [-0.963, -6.318, 7.251], [-0.543, 3.271, -0.293], [-3.017, 5.048, -0.626], [-0.537, 5.043, -0.221], [1.091, -0.314, 0.321], [0.423, -2.156, 1.350], [0.272, -0.133, -4.314], [0.563, 4.204, -1.328], [-3.692, 4.340, -2.103], [0.932, 1.661, -2.046], [-2.767, 3.815, -6.038], [-3.545, -0.298, 4.386], [-1.593, 4.816, -5.138], [-1.122, -4.877, 5.245], [-1.561, 0.033, -1.285], [4.249, 4.064, -1.301], [2.581, 0.754, 1.953], [1.033, -3.743, -0.252], [-3.499, -2.376, 2.982], [1.225, -6.656, 8.401], [-3.400, -0.503, -4.405], [1.638, 0.627, -6.247], [3.666, -4.581, 0.842], [-3.502, 0.880, -2.379], [-3.365, 4.934, -4.789], [2.749, 2.250, -2.073]]
}